# 1
102
Properties=species:S:1:pos:R:3:forces:R:3 method="wB97M-V/def2-TZVPD" spin_multiplicity=1 max_force_ha_per_bohr=0.0083 charge=0 e_tot_ev=-80272.316 homo_lumo_gap_ev=6.77
In -0.01923 -0.30445 0.01164 -0.138 -0.088 0.396
C -0.50251 3.91690 -1.95536 -0.095 -0.026 0.048
C -0.89351 2.68482 -1.17587 0.154 0.136 -0.018
N 0.02872 1.93715 -0.68318 0.001 -0.178 -0.088
N 1.33237 2.40144 -0.77652 0.112 0.166 -0.045
C 2.21057 1.53540 -1.13794 -0.134 0.147 -0.113
S 1.90358 -0.09249 -1.65808 0.017 -0.003 0.380
S 3.91312 2.03813 -1.15176 -0.155 0.037 -0.231
C 3.71834 3.83129 -1.31079 -0.054 -0.160 0.047
C 3.29559 4.36093 -2.66903 0.026 0.000 0.026
C 2.89634 3.55526 -3.72975 0.013 0.031 0.011
C 2.49876 4.12082 -4.93788 0.016 -0.019 0.047
C 2.49740 5.49757 -5.10393 -0.011 -0.039 0.013
C 2.89187 6.31028 -4.04847 -0.011 0.007 -0.001
C 3.28427 5.74485 -2.84518 -0.013 -0.005 0.016
C -2.31840 2.35833 -0.98256 -0.030 -0.069 -0.073
C -3.25136 3.40004 -1.11958 0.081 -0.028 0.041
C -4.61192 3.20925 -1.01499 -0.050 -0.027 0.017
C -5.08894 1.91861 -0.78738 0.054 0.071 0.003
C -4.20458 0.87400 -0.64315 -0.043 -0.021 0.029
C -2.80142 1.04871 -0.70368 -0.044 0.080 0.082
O -2.06682 -0.01581 -0.50776 0.158 -0.134 -0.098
H 0.40397 3.72040 -2.52279 -0.005 0.020 0.019
H -0.28070 4.74138 -1.27113 -0.011 -0.016 -0.033
H -1.28857 4.22251 -2.63975 -0.019 0.011 0.024
H 4.68586 4.24526 -1.02256 0.008 0.011 -0.041
H 2.99058 4.12766 -0.55742 0.009 0.106 0.010
H 2.89283 2.47761 -3.62176 0.026 0.008 0.031
H 2.18906 3.47354 -5.75052 0.018 0.035 0.035
H 2.19215 5.93524 -6.04680 0.006 -0.015 0.036
H 2.89292 7.38778 -4.16366 0.008 -0.033 0.009
H 3.58587 6.38828 -2.02413 -0.001 -0.030 -0.029
H -2.88641 4.40495 -1.29032 0.003 -0.038 -0.039
H -5.29139 4.04445 -1.12345 0.017 -0.025 0.023
H -6.15574 1.73622 -0.72179 0.030 -0.012 -0.019
H -4.56779 -0.13615 -0.48263 0.039 0.028 -0.025
C -3.31766 -0.89974 2.17060 0.005 0.035 -0.065
N -2.65605 -1.71136 3.23783 -0.078 -0.076 -0.208
C -3.26438 -3.06050 3.35207 -0.043 -0.025 0.007
C -1.16119 -1.79516 3.00661 0.251 0.187 -0.054
C -0.53833 -0.44303 3.22434 0.006 0.049 0.124
C -0.45465 0.00838 4.54494 -0.002 -0.038 -0.018
C 0.07856 1.25396 4.83521 -0.009 0.002 -0.029
C 0.53913 2.04388 3.79067 -0.019 -0.008 -0.009
C 0.46194 1.58476 2.48034 -0.065 -0.003 0.020
C -0.08229 0.33559 2.15455 0.238 -0.020 -0.219
H -4.37477 -0.78921 2.40078 0.004 -0.055 0.058
H -3.17725 -1.39576 1.21174 0.028 -0.035 0.060
H -2.83826 0.07394 2.10986 0.020 -0.028 0.071
H -2.77822 -1.21690 4.11947 -0.016 0.060 0.091
H -3.07105 -3.60294 2.43096 0.050 0.015 -0.082
H -4.33717 -2.96724 3.50472 0.004 0.048 -0.003
H -2.81471 -3.59283 4.18644 0.050 0.044 0.008
H -1.00955 -2.15328 1.98610 -0.160 -0.023 0.042
H -0.76332 -2.53272 3.70393 -0.088 -0.044 0.045
H -0.77903 -0.63842 5.36086 0.022 0.044 -0.041
H 0.14901 1.59717 5.86015 -0.002 -0.020 -0.025
H 0.96782 3.01774 4.00071 -0.007 -0.042 -0.027
H 0.83933 2.22297 1.68752 -0.016 -0.011 0.059
C 3.72561 -1.37428 3.39460 -0.054 -0.034 -0.011
C 2.77883 -2.39717 2.81997 -0.014 -0.078 0.061
C 2.65238 -3.66362 3.38739 0.012 0.038 -0.013
C 1.77410 -4.58425 2.82627 -0.027 0.020 0.027
C 1.68360 -5.98812 3.37654 0.018 0.084 -0.046
C 0.97913 -4.21772 1.74515 0.005 -0.008 0.064
C 1.04636 -2.93302 1.15856 -0.057 -0.231 -0.010
C 2.01123 -2.06863 1.71565 -0.020 0.036 -0.195
N 0.18844 -2.47276 0.16763 0.042 0.194 -0.206
C -0.40624 -3.37838 -0.82893 0.030 -0.027 0.050
C -0.91002 -2.52675 -2.00842 0.067 -0.028 -0.001
C -1.55250 -3.38614 -3.10158 0.010 -0.052 -0.032
C -2.73852 -4.16710 -2.52956 0.039 -0.013 0.022
C -2.25302 -5.03887 -1.36870 0.037 0.027 -0.014
C -1.19166 -6.02491 -1.87168 0.001 0.068 0.028
C -0.01943 -5.25218 -2.48851 -0.007 0.014 0.010
C -0.51644 -4.37579 -3.64147 -0.011 0.016 0.061
C 0.62230 -4.36895 -1.41154 -0.069 0.008 0.033
C -1.64339 -4.13470 -0.29057 -0.028 0.068 -0.094
H 4.43093 -1.83411 4.08746 -0.001 0.018 -0.017
H 3.16683 -0.60642 3.93819 0.030 -0.010 -0.021
H 4.28915 -0.87164 2.60583 -0.022 -0.020 0.029
H 3.26028 -3.94101 4.24339 -0.025 0.013 -0.040
H 2.16122 -6.05571 4.35434 -0.017 -0.017 -0.012
H 2.18537 -6.69394 2.70944 -0.020 0.005 0.032
H 0.64560 -6.31356 3.47726 0.031 0.001 -0.010
H 0.29670 -4.96437 1.36415 0.027 0.049 -0.006
H 2.21123 -1.11437 1.24060 -0.083 0.027 -0.009
H -0.05873 -1.98166 -2.43098 -0.028 -0.004 -0.010
H -1.63216 -1.79021 -1.64328 -0.002 -0.083 -0.050
H -1.90304 -2.73778 -3.90903 0.031 0.027 0.006
H -3.18222 -4.79384 -3.30985 -0.017 0.015 0.003
H -3.51360 -3.47593 -2.18124 0.010 -0.005 -0.003
H -3.09645 -5.59372 -0.94806 -0.026 -0.014 0.026
H -1.63382 -6.70322 -2.60805 0.014 0.012 -0.011
H -0.82902 -6.63813 -1.03894 -0.017 -0.012 -0.023
H 0.72470 -5.96030 -2.86298 0.018 -0.002 0.013
H -0.95910 -4.99236 -4.43072 0.015 -0.005 0.009
H 0.32763 -3.83260 -4.07839 -0.031 -0.017 -0.016
H 1.44756 -3.78437 -1.83210 -0.012 -0.014 0.016
H 1.04575 -4.99963 -0.62992 0.019 -0.008 -0.001
H -1.39463 -4.71839 0.59606 -0.035 -0.028 0.003
H -2.38312 -3.37605 0.00282 0.012 -0.011 0.061

***

# 2
105
Properties=species:S:1:pos:R:3:forces:R:3 method="wB97M-V/def2-TZVPD" spin_multiplicity=1 relative_energy_kj_mol=7.3 max_force_ha_per_bohr=0.0118 charge=-2 e_tot_ev=-113762.866 homo_lumo_gap_ev=4.93
Pd 0.98789 -0.78478 -0.20237 -0.210 -0.189 -0.254
C -3.07677 -3.77656 -0.17604 0.003 -0.019 0.027
C -2.07670 -2.69337 -0.59554 0.103 0.018 0.042
C -2.77045 -1.41986 -1.08885 -0.027 0.012 0.024
P -0.64505 -2.20414 0.52032 -0.528 -0.152 0.051
C 0.06042 -3.84137 1.08175 0.034 0.017 -0.006
C -0.74605 -4.66791 2.08263 0.000 0.001 -0.016
C 0.49803 -4.68183 -0.11520 0.008 0.010 -0.004
C -1.39329 -1.57492 2.07401 0.127 0.085 -0.006
C -2.74154 -1.52110 2.38641 0.026 -0.009 0.037
C -3.19572 -0.91304 3.55531 -0.030 0.025 -0.021
C -2.26969 -0.31588 4.40090 0.017 -0.010 -0.003
C -0.91460 -0.35913 4.12528 0.003 0.008 0.005
C -0.42439 -1.00879 2.96993 -0.058 -0.080 0.009
N 0.85014 -1.09746 2.54495 -0.117 -0.021 -0.114
C 2.00266 -0.92940 3.18980 0.195 0.067 0.032
C 2.18902 -0.98599 4.60305 0.011 -0.041 0.007
C 3.43817 -0.89914 5.18081 -0.046 -0.004 0.025
C 4.58581 -0.74336 4.40792 0.043 0.002 -0.066
C 4.43587 -0.68732 3.02520 -0.045 0.046 0.070
C 3.19962 -0.76946 2.40008 -0.147 -0.012 0.030
P 3.08525 -0.76010 0.55858 0.582 0.105 0.135
C 4.28929 -2.13837 0.13026 0.061 0.044 0.068
C 4.07660 -3.35148 1.03456 0.020 -0.008 -0.019
C 4.10244 -2.56535 -1.32529 0.007 -0.031 0.013
C 4.08758 0.78543 0.20485 -0.175 -0.030 0.065
C 4.47885 0.89444 -1.26622 -0.039 -0.035 -0.018
C 3.15839 1.94465 0.58559 0.101 -0.169 -0.132
H -2.62369 -4.76877 -0.20506 0.005 0.005 -0.008
H -3.46258 -3.63183 0.83290 -0.002 -0.044 -0.065
H -3.93199 -3.78654 -0.86168 0.013 0.001 -0.007
H -1.52047 -3.08751 -1.45609 -0.016 0.008 -0.020
H -3.40646 -0.97451 -0.32235 0.003 -0.007 0.027
H -2.03362 -0.66199 -1.36793 0.000 -0.011 -0.003
H -3.40167 -1.64129 -1.95621 0.011 0.001 -0.003
H 0.95559 -3.48295 1.59635 0.013 0.003 0.023
H -1.55607 -5.21971 1.60063 0.000 0.022 0.013
H -0.09393 -5.40183 2.56909 -0.006 -0.007 -0.014
H -1.18066 -4.03642 2.85822 0.015 -0.003 0.012
H -0.36228 -5.05009 -0.68215 -0.007 -0.005 0.002
H 1.12362 -4.09337 -0.79174 -0.007 -0.003 0.012
H 1.07462 -5.55498 0.20884 0.006 0.012 0.008
H -3.47441 -1.93664 1.70726 0.017 0.067 0.005
H -4.25687 -0.86042 3.76791 0.001 -0.001 0.011
H -2.61025 0.21368 5.28487 -0.008 -0.007 0.000
H -0.22376 0.16225 4.77373 -0.004 0.007 -0.011
H 1.32526 -1.14239 5.23454 0.001 -0.006 -0.007
H 3.51867 -0.95940 6.26256 0.016 0.000 -0.001
H 5.56601 -0.67300 4.86428 -0.003 0.002 -0.003
H 5.32965 -0.59258 2.41500 0.005 0.018 -0.018
H 5.31117 -1.76430 0.27798 0.001 0.005 -0.029
H 3.05389 -3.72149 0.92968 -0.035 0.006 0.009
H 4.75570 -4.16283 0.74929 -0.006 0.002 -0.011
H 4.23996 -3.10795 2.08367 -0.008 -0.061 -0.026
H 3.06864 -2.89376 -1.46584 0.021 -0.004 0.003
H 4.28252 -1.75731 -2.03313 -0.001 0.049 -0.013
H 4.76945 -3.39953 -1.57284 0.013 0.014 -0.007
H 4.98905 0.80002 0.82486 0.028 0.029 0.011
H 3.60469 0.72262 -1.90358 0.023 0.001 0.004
H 4.85623 1.89792 -1.48809 -0.006 -0.005 0.009
H 5.25609 0.17846 -1.54269 -0.010 -0.035 -0.007
H 2.19205 1.78028 0.09435 0.038 0.200 0.083
H 2.97854 1.98392 1.65995 -0.017 0.009 0.014
H 3.56851 2.90129 0.24820 -0.016 0.021 0.051
N 0.93192 -1.68056 -3.20548 -0.163 0.053 -0.012
C 1.10979 -0.34171 -3.39564 0.061 -0.109 -0.025
N 0.84643 0.54431 -2.50074 0.014 0.026 -0.049
C 1.14246 1.81905 -2.96544 0.000 0.025 -0.033
C 0.99636 2.98992 -2.22405 0.012 -0.047 -0.043
C 1.37254 4.18920 -2.80048 -0.061 -0.012 -0.035
C 1.87389 4.24314 -4.10274 0.010 0.072 -0.002
C 2.01431 3.08969 -4.85570 0.024 -0.062 -0.009
C 1.65055 1.88373 -4.27258 -0.030 -0.015 0.037
S 1.73294 0.26841 -4.93291 0.004 0.064 0.012
H 0.89432 -1.88925 -2.19296 -0.012 0.011 0.055
H 1.50615 -2.30096 -3.75080 0.078 0.050 -0.025
H 0.58320 2.92721 -1.22310 -0.010 0.026 -0.009
H 1.25845 5.10429 -2.23447 -0.014 0.018 0.026
H 2.15314 5.19797 -4.53308 -0.007 -0.013 0.006
H 2.40584 3.12890 -5.86508 -0.010 -0.010 0.002
S -2.32002 5.15762 1.31295 0.077 0.029 0.062
P -2.36964 3.43996 0.31440 -0.096 -0.053 -0.133
S -1.06562 1.97865 0.59379 0.027 0.105 0.139
C -2.40582 3.82413 -1.49199 0.071 -0.012 -0.049
C -2.18855 5.10882 -1.97001 -0.121 0.009 -0.019
C -2.19230 5.36294 -3.33808 0.027 0.013 0.011
C -2.41278 4.33303 -4.23861 0.052 -0.005 -0.001
C -2.62487 3.04196 -3.76649 0.004 -0.033 -0.010
C -2.61722 2.78985 -2.40452 0.039 0.001 0.034
C -4.06965 2.75083 0.49605 -0.009 0.016 0.019
C -4.26481 1.48412 1.02552 -0.033 -0.018 -0.006
C -5.55167 0.97575 1.17389 0.027 -0.003 0.005
C -6.64812 1.72701 0.78083 -0.004 0.004 0.005
C -6.45682 2.99908 0.24822 0.012 0.005 -0.008
C -5.17556 3.50959 0.11522 -0.015 -0.023 0.001
H -2.03759 5.90559 -1.25067 0.035 -0.014 0.001
H -2.01569 6.37079 -3.69818 -0.001 -0.007 -0.004
H -2.40356 4.52800 -5.30505 -0.005 -0.001 0.001
H -2.78152 2.22722 -4.46422 0.000 -0.001 0.005
H -2.75608 1.77946 -2.03490 0.018 -0.001 0.008
H -3.39793 0.90432 1.32050 0.006 -0.007 0.018
H -5.68773 -0.01323 1.59762 -0.003 0.004 -0.003
H -7.65073 1.32854 0.89088 0.000 0.001 -0.005
H -7.30984 3.59369 -0.05968 -0.004 -0.003 0.005
H -5.02118 4.50752 -0.27960 0.002 0.001 0.006